A 12-piece molecular cluster, C71H170B5F20N4O4P3 overall at a distorted geometry. Source: OMol25; level of theory: ωB97M-V/def2-TZVPD.

Values from the calculation:
- Net charge: +2
- Maximum force: 2.9 eV/Å
- Frontier orbital gap: 9.773 eV
- HOMO: -0.4687 hartree

The geometry in XYZ format:
```
277
C71H170B5F20N4O4P3 | OMol25 | ωB97M-V/def2-TZVPD
C 21.369 31.116 18.050
C 20.107 31.676 17.397
C 18.904 31.705 18.340
C 17.582 32.166 17.511
P 16.095 31.414 18.200
C 14.662 31.934 17.191
C 14.498 31.356 15.785
C 14.007 32.426 14.841
C 13.477 31.939 13.478
C 16.430 29.663 18.262
C 15.208 28.611 18.533
C 14.837 27.656 17.387
C 15.933 26.715 16.836
C 15.806 32.118 19.833
C 15.034 31.210 20.759
C 14.618 31.803 22.082
C 13.892 30.741 22.936
H 21.572 31.626 19.000
H 22.244 31.401 17.464
H 21.265 30.049 18.237
H 19.874 31.033 16.540
H 20.333 32.706 17.079
H 19.077 32.411 19.154
H 18.817 30.732 18.858
H 17.677 31.815 16.474
H 17.443 33.246 17.633
H 14.716 33.027 17.212
H 13.734 31.712 17.724
H 13.675 30.649 15.880
H 15.390 30.864 15.396
H 14.844 33.122 14.680
H 13.251 33.016 15.360
H 14.310 31.688 12.815
H 12.871 32.719 13.027
H 12.845 31.051 13.508
H 17.214 29.489 19.001
H 16.810 29.452 17.256
H 14.339 29.102 18.982
H 15.663 27.966 19.288
H 14.385 28.196 16.549
H 14.002 27.034 17.734
H 16.763 27.230 16.373
H 15.459 26.080 16.084
H 16.321 26.010 17.584
H 15.299 33.067 19.669
H 16.795 32.357 20.231
H 15.617 30.291 20.923
H 14.134 30.850 20.266
H 13.928 32.641 21.923
H 15.450 32.205 22.675
H 13.947 31.060 23.977
H 14.403 29.783 22.976
H 12.865 30.572 22.577
C 10.089 23.067 14.581
C 11.014 21.832 14.464
C 11.732 21.779 13.135
C 12.852 20.715 12.986
P 13.771 20.784 11.453
C 12.823 20.103 10.071
C 11.365 20.529 9.858
C 10.365 19.610 10.541
C 8.941 20.128 10.489
C 14.201 22.439 11.163
C 15.069 23.148 12.225
C 15.322 24.601 11.931
C 16.202 25.320 12.990
C 15.354 19.847 11.536
C 15.173 18.356 11.852
C 16.497 17.554 11.701
C 16.975 17.396 10.220
H 10.674 23.990 14.514
H 9.668 23.113 15.588
H 9.317 23.005 13.805
H 10.440 20.908 14.608
H 11.744 21.937 15.282
H 12.204 22.756 13.032
H 11.003 21.721 12.317
H 12.508 19.677 13.094
H 13.604 20.872 13.758
H 12.917 19.022 10.137
H 13.385 20.457 9.212
H 11.197 20.579 8.782
H 11.212 21.560 10.190
H 10.626 19.610 11.610
H 10.476 18.594 10.144
H 8.924 21.029 11.114
H 8.223 19.389 10.866
H 8.651 20.440 9.484
H 13.299 23.016 10.938
H 14.735 22.382 10.212
H 16.039 22.660 12.330
H 14.625 23.038 13.210
H 14.384 25.170 11.898
H 15.882 24.687 10.988
H 17.259 25.078 12.893
H 15.866 25.153 14.012
H 16.110 26.385 12.737
H 16.116 20.352 12.142
H 15.610 19.945 10.470
H 14.356 17.897 11.294
H 14.794 18.214 12.871
H 16.355 16.562 12.128
H 17.212 18.055 12.357
H 17.423 18.317 9.817
H 16.060 17.252 9.615
H 17.462 16.420 10.089
C 10.114 17.155 16.328
C 10.991 18.366 16.240
C 12.200 18.227 17.212
C 13.037 19.518 17.454
P 14.315 19.300 18.689
C 13.433 18.777 20.240
C 12.407 19.718 20.850
C 11.728 19.165 22.092
C 10.654 20.057 22.690
C 15.379 17.950 18.194
C 16.366 18.150 17.032
C 17.327 16.985 16.766
C 18.167 17.190 15.532
C 15.262 20.776 19.036
C 14.534 22.187 18.963
C 15.263 23.284 19.677
C 15.314 23.174 21.193
H 10.697 16.241 16.187
H 9.344 17.247 15.551
H 9.614 17.068 17.296
H 10.425 19.276 16.486
H 11.420 18.396 15.229
H 12.863 17.455 16.835
H 11.799 17.803 18.149
H 12.366 20.298 17.841
H 13.456 19.968 16.548
H 14.226 18.597 20.970
H 12.937 17.833 20.013
H 11.585 19.779 20.126
H 12.866 20.685 21.043
H 12.415 18.860 22.879
H 11.270 18.208 21.761
H 10.335 19.550 23.607
H 9.794 20.236 22.036
H 11.047 21.034 22.971
H 14.795 17.025 18.104
H 15.946 17.842 19.124
H 16.953 19.070 17.129
H 15.797 18.236 16.103
H 16.745 16.060 16.712
H 18.010 16.814 17.602
H 18.981 16.475 15.543
H 18.662 18.155 15.532
H 17.604 17.121 14.597
H 16.141 20.789 18.385
H 15.699 20.613 20.030
H 13.517 22.163 19.360
H 14.435 22.479 17.918
H 14.769 24.250 19.432
H 16.245 23.470 19.236
H 15.771 22.251 21.544
H 14.332 23.265 21.655
H 15.918 24.016 21.544
C 21.023 17.849 18.759
N 21.831 18.307 19.888
C 21.281 19.554 20.388
C 21.753 17.289 20.965
C 23.278 18.472 19.490
C 23.789 19.673 18.728
O 23.133 19.879 17.536
H 19.974 17.834 19.087
H 21.311 16.838 18.501
H 21.099 18.550 17.927
H 22.022 20.015 21.049
H 20.297 19.494 20.848
H 21.146 20.274 19.578
H 22.260 16.377 20.644
H 20.692 17.085 21.156
H 22.230 17.721 21.847
H 23.573 17.553 18.973
H 23.896 18.433 20.408
H 24.878 19.500 18.577
H 23.589 20.551 19.351
H 23.140 19.150 16.890
C 12.552 11.975 13.564
N 12.841 12.761 14.704
C 11.739 13.666 14.951
C 13.050 11.945 15.858
C 14.027 13.596 14.399
C 15.468 13.028 14.587
O 15.578 11.796 13.874
H 12.405 12.617 12.696
H 11.685 11.352 13.733
H 13.437 11.371 13.346
H 11.683 14.304 14.071
H 11.950 14.209 15.871
H 10.841 13.044 15.070
H 13.777 11.173 15.610
H 12.079 11.496 16.084
H 13.399 12.584 16.668
H 13.947 14.420 15.114
H 13.877 13.958 13.374
H 15.704 12.936 15.649
H 16.157 13.792 14.232
H 16.480 11.454 13.910
C 19.914 21.824 10.697
N 20.206 20.653 11.489
C 19.092 20.540 12.486
C 20.231 19.481 10.669
C 21.514 20.812 12.188
C 22.230 19.619 12.724
O 21.360 18.798 13.442
H 18.975 21.647 10.172
H 20.679 21.984 9.941
H 19.934 22.698 11.356
H 19.318 19.716 13.163
H 18.163 20.280 11.985
H 19.032 21.463 13.055
H 19.356 19.429 10.014
H 20.213 18.599 11.307
H 21.079 19.543 10.004
H 21.292 21.461 13.042
H 22.163 21.408 11.542
H 23.026 20.028 13.350
H 22.741 19.035 11.947
H 21.798 17.966 13.674
C 17.259 16.513 25.540
C 16.869 15.981 24.147
N 15.506 15.449 24.013
C 15.314 14.387 24.950
C 14.523 16.551 24.216
C 13.051 16.182 24.020
C 15.341 14.914 22.643
C 16.354 13.923 22.066
O 17.556 14.484 21.637
C 17.557 14.849 20.298
H 18.328 16.754 25.511
H 17.167 15.790 26.361
H 16.640 17.376 25.747
H 17.602 15.261 23.779
H 16.917 16.818 23.452
H 15.289 14.768 25.966
H 16.131 13.676 24.861
H 14.429 13.791 24.710
H 14.846 17.403 23.607
H 14.593 16.766 25.279
H 12.780 15.376 24.699
H 12.776 15.973 22.978
H 12.482 17.060 24.339
H 15.332 15.794 21.980
H 14.304 14.591 22.540
H 15.870 13.417 21.231
H 16.528 13.117 22.813
H 16.679 15.424 19.970
H 17.571 13.992 19.605
H 18.442 15.468 20.142
B 23.143 16.882 15.240
F 21.713 16.523 15.368
F 23.520 16.898 13.863
F 23.233 18.327 15.681
F 23.937 16.096 16.092
B 13.117 14.483 18.958
F 14.355 14.356 18.211
F 12.191 15.140 18.101
F 12.663 13.195 19.297
F 13.354 15.290 20.161
B 17.726 19.075 21.796
F 16.421 18.929 22.413
F 17.825 20.356 21.177
F 18.742 18.832 22.790
F 17.867 18.023 20.794
B 16.552 21.574 15.280
F 15.113 21.244 15.453
F 17.147 21.812 16.547
F 17.144 20.483 14.558
F 16.670 22.777 14.451
B 12.141 16.271 12.443
F 12.174 17.206 11.374
F 10.990 16.425 13.264
F 12.195 14.907 11.898
F 13.309 16.381 13.301
```